228
Properties=species:S:1:pos:R:3:forces:R:3:lowdin_charge:R:1 method="wB97M-V/def2-TZVPD" e_above_lowest_kcal_mol=0.00 lumo_ev=0.468 e_tot_ev=-176043.015 orbital_gap_ev=10.98 fmax_ev_per_a=3.92
P -2.29965 -24.68695 25.52895 2.12 0.13 0.07 0.377
P 4.84581 -21.40988 22.54416 0.37 1.35 2.03 0.382
P 3.86835 -20.46154 15.75052 0.59 -0.01 -0.57 0.379
O 9.10440 -17.25073 22.56805 -1.13 -1.11 -0.36 -0.003
O 10.11089 -20.69753 19.54296 -0.38 -1.22 -0.48 0.128
O 6.37116 -26.13185 25.08385 0.29 -0.13 0.01 0.085
O 3.88608 -21.08260 23.88372 0.95 -0.63 -2.10 -0.202
O 6.19457 -22.63467 28.79838 -0.08 -0.10 -1.06 0.112
O -0.75381 -24.47641 25.92226 -1.35 -0.52 -0.37 -0.192
O 4.00496 -18.97770 16.25447 -0.14 -0.55 0.89 -0.199
O 7.64377 -18.17749 14.42413 0.31 -1.01 -1.18 0.058
O 2.33076 -20.79398 15.88881 -0.59 0.16 -0.44 -0.193
O 11.07187 -22.27524 26.27206 0.55 -1.88 0.63 0.136
O 9.65778 -20.52887 26.09822 -0.84 -0.87 0.28 0.030
O 7.70707 -17.47762 20.76995 -1.27 -0.74 -0.74 0.107
O 11.78559 -20.18546 25.82151 -0.85 -0.18 0.54 -0.012
O -0.43864 -22.91909 28.38576 -0.56 -0.52 0.85 0.034
O 5.54974 -24.07261 27.15949 1.55 -1.10 0.55 -0.019
O 9.83352 -22.27070 17.86240 0.34 0.77 -0.06 0.010
O -2.91035 -23.30150 25.13387 0.49 0.29 -1.66 -0.168
O -2.18932 -25.42832 24.11803 0.08 0.33 1.04 -0.178
O 5.04078 -27.88040 24.70016 0.34 -1.15 0.11 0.030
O 2.35253 -17.33691 25.84477 -1.07 -0.13 -0.10 0.142
O 9.19530 -15.77994 21.00620 -0.74 0.11 -0.25 0.034
O 2.05758 -24.46272 21.82596 0.62 -0.38 0.90 0.120
O 4.69256 -22.89027 22.18827 -0.86 -2.23 -0.09 -0.195
O 7.20262 -24.61622 28.50631 0.73 0.32 -0.42 0.024
O 1.49480 -26.37567 20.68939 1.02 1.44 0.20 0.001
O 7.20722 -28.15045 24.53581 -0.53 -0.88 -0.26 0.005
O 7.52073 -18.61014 16.60371 0.01 -0.87 -0.43 -0.028
O -3.05987 -25.25922 26.62129 -0.29 -1.18 0.59 -0.207
O 1.38570 -21.76518 27.74234 0.77 -0.18 0.05 0.115
O 9.28493 -22.82275 19.81865 0.11 0.63 1.00 -0.008
O -0.50265 -20.78183 28.49263 -0.02 -0.68 -0.29 -0.006
O 6.26257 -21.12707 22.77677 0.36 1.02 0.71 -0.230
O 5.23604 -14.41416 16.24211 0.12 0.29 1.67 -0.051
O 4.70234 -15.14250 18.21232 0.06 -1.01 0.22 0.036
O 4.22632 -20.65320 21.32576 0.04 -0.56 -0.39 -0.173
O 7.50335 -16.52888 15.87444 -0.17 2.63 0.01 0.148
O 6.60362 -13.89180 18.08793 -3.00 -1.37 -1.91 0.061
O 4.46959 -20.69893 14.41724 -0.52 -0.21 0.64 -0.235
O 4.48548 -21.31532 16.93991 0.08 0.03 -0.02 -0.194
O 3.93686 -16.90140 24.31908 -0.80 -0.76 0.96 -0.015
O 1.90279 -24.54278 19.61309 -0.06 -1.72 -0.33 0.049
O 4.23165 -18.54205 25.75291 0.42 -1.83 0.25 0.020
C 0.27729 -21.84928 28.19814 -0.87 1.93 -0.50 -0.623
C 2.45395 -23.24682 19.50866 1.06 -0.48 -0.92 -0.220
C 8.31383 -24.12941 29.34077 0.05 -0.30 1.16 -0.189
C 8.75732 -15.10405 19.77398 1.14 -1.00 0.18 -0.178
C 9.78430 -21.79212 19.13452 0.11 -0.11 -0.74 -0.581
C 6.23947 -27.30606 24.80833 -0.86 1.52 0.23 -0.624
C 6.31321 -23.66489 28.16579 0.22 -0.14 1.82 -0.602
C 7.54739 -17.68103 15.63383 0.21 -1.89 0.46 -0.658
C 3.66335 -15.56416 20.20298 -1.04 0.73 -0.03 -0.059
C 1.54514 -20.35989 23.21803 0.76 -1.44 -0.02 -0.026
C 1.50257 -27.20394 21.84835 -1.76 0.03 0.40 -0.039
C 4.87501 -23.02929 26.52144 -1.30 0.02 0.03 -0.045
C 5.97472 -13.51193 15.37473 -0.36 -0.88 0.26 -0.022
C 5.21954 -24.03367 23.01486 0.00 1.51 0.16 -0.188
C 5.59368 -14.44316 17.57598 3.11 2.00 -1.31 -0.531
C 8.48814 -21.45433 26.30009 0.52 1.23 2.74 -0.175
C 8.27108 -22.35015 25.17225 -0.29 -0.46 -2.44 -0.077
C 3.30167 -17.82514 15.72959 1.24 0.45 0.51 -0.198
C 9.64043 -15.53306 18.61705 -1.83 0.55 -0.89 -0.049
C 10.31718 -21.37262 16.85261 0.21 1.76 0.06 -0.208
C 2.48747 -21.45688 23.86524 -1.01 0.74 -0.45 -0.230
C 1.75707 -23.13594 15.67331 1.04 1.25 -0.06 -0.051
C 0.25246 -24.03125 24.97498 -0.82 1.06 1.48 -0.236
C 10.86185 -21.12365 26.11482 -0.77 2.15 -1.01 -0.623
C 0.79919 -24.02066 30.16775 -0.51 -1.30 0.39 -0.047
C -3.47313 -25.77489 23.58506 0.43 -1.19 -1.68 -0.273
C 8.55916 -16.91362 21.37275 2.29 1.96 1.30 -0.582
C 4.52100 -19.31374 20.86802 -2.71 0.58 -0.07 -0.194
C 9.60944 -24.90710 29.00663 -1.98 -1.30 -0.57 -0.053
C 1.35690 -25.03637 24.93399 -0.22 0.85 -1.18 -0.060
C 8.66193 -18.59064 23.04271 1.61 0.65 -1.11 0.012
C 3.96497 -19.16700 19.43182 1.10 1.23 0.72 -0.048
C 7.12022 -18.08729 17.87090 0.97 0.48 -0.27 -0.018
C 4.20967 -17.24261 14.65451 -2.29 0.38 -1.34 -0.048
C 3.39794 -17.63055 25.35682 0.98 2.02 -1.18 -0.622
C -4.76987 -21.95879 25.75850 0.31 1.44 -1.53 -0.069
C -3.44460 -22.49029 26.14964 0.15 -0.63 2.31 -0.296
C 11.85816 -21.30910 16.74601 -0.67 -0.24 0.88 -0.050
C 5.84833 -23.32125 17.18247 -0.19 0.54 -0.01 -0.043
C 0.31156 -24.09723 28.72244 0.90 0.69 0.19 -0.192
C 7.43073 -19.64220 14.24927 0.69 0.97 -1.65 -0.143
C 9.16605 -22.58675 21.23547 0.04 -0.17 0.75 -0.032
C 7.57605 -20.03968 12.73737 -1.47 1.07 1.42 -0.028
C 1.39026 -22.22845 19.63629 0.31 0.53 -1.67 -0.028
C 13.12701 -20.65516 25.80759 0.47 1.84 0.63 -0.046
C 5.83851 -21.83163 16.93348 0.16 0.18 -0.26 -0.238
C 3.63588 -18.77956 28.06041 1.08 0.20 -0.20 -0.052
C 8.55376 -27.66151 24.44897 -0.97 1.70 1.68 -0.006
C 4.99742 -15.38622 19.61116 0.55 0.20 0.08 -0.220
C 1.68322 -21.73380 14.98118 0.06 -1.26 0.00 -0.205
C -3.95393 -27.12329 24.08016 -0.46 -0.06 0.85 -0.079
C 5.30251 -17.13441 24.01853 0.90 0.87 -0.58 -0.070
C 3.67630 -19.46341 26.72193 -0.87 -0.32 0.41 -0.184
C 3.90017 -27.22974 25.32460 1.11 0.25 -0.28 -0.207
C 0.03682 -19.49708 28.19431 -0.17 0.39 0.98 -0.031
C 1.90449 -25.08425 20.81163 -1.87 -0.42 -0.29 -0.575
C 5.85234 -24.96000 22.03342 -0.59 -1.12 -0.75 -0.038
C 3.97980 -27.27119 26.82624 2.12 0.30 -0.03 -0.046
H -5.13043 -21.28610 26.51484 -0.21 0.35 0.36 0.076
H -4.64764 -21.38593 24.81224 -0.22 -0.13 0.53 0.094
H 1.66314 -19.34779 23.58981 -0.09 -0.05 0.55 0.068
H 6.22506 -25.91445 22.46543 -0.54 0.67 -0.09 0.087
H 3.29417 -23.18975 20.18388 0.07 0.42 0.41 0.103
H 8.00155 -24.22551 30.41085 0.26 -0.18 -0.83 0.133
H 7.83023 -17.31817 18.16799 -0.22 -0.11 0.12 0.059
H 5.58168 -16.30246 19.79397 0.34 0.46 -0.66 0.107
H 8.54181 -21.70693 21.45961 0.04 -0.43 -0.23 0.081
H 10.62355 -15.17147 18.71547 1.43 0.01 0.39 0.059
H 3.93988 -18.67513 21.55554 0.11 0.08 -0.29 0.118
H -0.26147 -23.83984 24.02213 0.64 -0.10 0.04 0.125
H 3.18274 -16.42683 19.69790 -0.19 0.74 0.47 0.083
H 7.74240 -15.32113 19.55331 -0.82 -0.40 0.10 0.060
H 6.43964 -21.27138 17.63641 -0.07 0.18 0.48 0.112
H 4.38481 -23.51856 25.66277 0.11 0.59 0.34 0.092
H 3.70842 -15.69830 21.27008 0.05 -0.37 0.46 0.072
H 3.08740 -26.84039 27.21220 -0.67 0.58 0.54 0.056
H 9.23528 -14.97047 17.75184 0.08 -0.48 0.14 0.088
H 1.86783 -21.27285 19.50885 0.11 0.68 0.40 0.065
H 1.82018 -25.24528 25.87834 -0.14 -0.03 0.68 0.061
H 1.75500 -20.30792 22.16287 0.32 0.00 -0.55 0.042
H 13.28453 -21.16248 24.88627 0.43 -0.74 -0.53 0.084
H 3.07582 -27.84159 25.01461 -0.50 0.01 -0.58 0.116
H 7.67162 -23.22898 25.42430 -0.44 0.30 0.14 0.077
H 4.15503 -22.65715 27.26523 -0.08 0.41 -0.71 0.102
H 1.69436 -28.15270 21.38229 0.05 -0.71 0.53 0.091
H 8.12528 -20.13900 14.88447 0.45 -0.49 0.48 0.090
H 2.18763 -26.96410 22.65259 0.61 0.35 -0.38 0.070
H 1.44421 -24.01004 15.13655 -0.25 -0.11 -0.86 0.068
H 9.86082 -21.65560 15.90785 0.06 -0.56 0.03 0.109
H 9.74088 -24.81500 27.92872 -0.11 -0.42 -0.19 0.066
H 8.42962 -23.06166 29.19515 0.03 0.08 -0.28 0.095
H 0.48759 -27.17617 22.34422 0.84 -0.16 -0.71 0.109
H 8.16837 -19.04642 22.20747 -0.66 -0.37 -0.06 0.056
H 4.52348 -18.13025 28.09042 -0.27 -0.09 0.42 0.099
H 0.68196 -19.22301 29.03448 0.15 0.13 -0.26 0.096
H -4.32418 -27.04313 25.12947 -0.15 -0.14 -0.91 0.081
H 5.53538 -18.16396 23.71142 -0.12 0.28 0.35 0.086
H 12.32454 -21.37223 17.71972 -0.24 0.39 0.66 0.068
H 12.23851 -22.22077 16.31776 0.18 -0.06 -1.00 0.067
H 8.54450 -26.60159 24.90412 0.37 -1.56 -1.06 0.121
H 12.21538 -20.36455 16.31950 -0.16 -0.51 -0.37 0.086
H 0.51008 -20.72419 23.24434 0.13 0.26 0.47 0.078
H 9.19933 -22.82340 24.86284 0.29 0.17 -0.01 0.079
H 4.90368 -26.67082 27.12990 -1.38 -0.84 0.00 0.101
H -3.30860 -25.88794 22.49158 -0.11 0.47 0.59 0.129
H 4.41428 -18.20712 19.12699 -0.21 -0.32 -0.38 0.051
H 2.74580 -18.18771 28.10341 -0.34 0.47 0.33 0.056
H 9.57339 -16.60400 18.38017 0.31 0.39 0.28 0.077
H 1.11954 -23.09012 16.54892 0.20 0.01 0.39 0.059
H 8.69731 -23.51258 21.63848 0.42 0.80 -0.22 0.089
H 7.84747 -21.80141 24.28445 0.20 -0.69 0.84 0.077
H 2.21050 -21.67550 13.98753 -0.76 -0.14 0.98 0.122
H 3.67032 -16.43924 14.12581 0.13 0.39 0.65 0.087
H 0.60136 -23.08227 25.43395 -0.07 -0.33 -0.60 0.110
H 0.80395 -22.29231 20.52135 -0.39 -0.02 0.71 0.076
H 5.17744 -23.73357 16.42918 -0.04 -0.49 0.30 0.079
H 6.17054 -17.61464 17.69229 -0.67 -0.04 0.59 0.085
H 2.86237 -23.28661 18.48517 -0.07 0.55 0.34 0.117
H -0.39206 -24.88699 28.55542 -0.06 -0.57 -0.09 0.120
H 5.59303 -23.58886 18.21184 -0.30 0.01 -0.25 0.077
H 1.50479 -23.23457 30.40669 0.21 0.20 -0.39 0.075
H 13.35764 -21.22790 26.70311 -0.02 -0.26 -0.22 0.096
H 2.22695 -21.59885 24.91420 0.04 0.08 0.05 0.087
H 8.81490 -27.72660 23.40891 0.53 0.19 -0.26 0.089
H 8.81814 -14.03301 19.92502 0.22 0.06 0.39 0.126
H -4.13936 -24.95539 23.77436 -0.62 0.25 -0.03 0.103
H 7.63457 -20.77922 26.55165 0.74 -0.28 -0.62 0.134
H 5.94397 -23.66140 23.76348 -0.40 0.02 -0.43 0.104
H 0.92761 -25.92550 24.48114 0.55 -0.29 -0.15 0.079
H -0.08075 -23.86773 30.79373 0.02 0.00 0.15 0.081
H 5.09328 -25.15970 21.24026 0.59 -0.18 0.49 0.094
H 8.62817 -22.02225 27.25989 0.37 0.49 -0.88 0.114
H 5.49093 -13.59564 14.36541 0.36 0.39 1.17 0.112
H 2.30148 -22.42705 23.35090 0.41 0.58 0.10 0.097
H -3.13280 -27.83471 24.14165 0.23 0.06 -0.26 0.076
H 5.16523 -16.85975 14.97553 0.19 -0.24 0.18 0.058
H -4.68422 -27.53875 23.35687 0.11 0.28 0.70 0.086
H 2.81799 -23.28111 15.94077 -0.52 -0.15 0.21 0.062
H 10.15987 -22.40710 21.70852 -0.61 -0.30 -0.47 0.108
H 0.60659 -19.50507 27.27550 -0.08 0.15 -0.24 0.075
H 4.20144 -17.93759 13.81790 0.94 -0.55 0.17 0.077
H -2.69234 -21.73745 26.42884 -0.39 0.08 -0.28 0.127
H 4.02677 -28.30897 27.18976 0.17 0.35 -0.14 0.093
H 5.51976 -14.48303 19.94691 0.01 -0.50 0.31 0.133
H 3.21284 -17.12717 16.58626 -0.08 -0.43 -0.43 0.121
H 3.89560 -26.20844 24.91761 -0.44 -0.30 0.27 0.099
H 9.10504 -28.32443 25.10359 0.46 -0.03 -0.23 0.091
H 6.69727 -24.50063 21.54537 0.25 0.35 -0.11 0.059
H 6.85199 -23.68044 17.00249 0.30 -0.18 -0.10 0.077
H 5.59837 -22.27751 26.22397 -0.23 0.29 -0.27 0.083
H 5.99910 -12.53284 15.84921 -0.21 0.18 -0.46 0.091
H 5.97679 -16.73602 24.80278 -0.43 -0.70 -0.02 0.112
H 13.72753 -19.71079 25.82669 -0.35 -0.91 -0.10 0.110
H 7.49308 -21.10658 12.57615 0.29 -0.30 0.35 0.072
H 7.17767 -18.90001 18.58408 -0.41 -0.07 0.01 0.097
H 0.79799 -22.31932 18.72040 -0.52 -0.04 0.39 0.078
H 2.89559 -19.05793 19.25742 -0.14 -0.23 0.65 0.084
H 1.24639 -25.00095 30.48922 -0.33 0.87 -0.43 0.096
H 9.89693 -20.35321 17.02834 0.40 -0.64 0.24 0.119
H 4.33539 -24.40709 23.52724 0.09 -0.30 -0.11 0.087
H 8.44983 -19.62961 12.27351 0.53 0.14 -0.18 0.064
H 4.33051 -19.92574 18.76834 0.32 -0.40 -0.19 0.048
H -5.52120 -22.69456 25.56386 -0.27 -0.76 0.09 0.073
H 2.09660 -24.51510 24.31467 0.17 -0.81 -0.27 0.056
H 6.66989 -19.63723 12.27071 0.33 0.13 -0.27 0.076
H 9.47654 -25.99906 29.30932 0.41 1.43 -0.51 0.099
H -3.57210 -23.14456 27.03966 0.09 0.56 -0.33 0.119
H 6.42259 -19.76559 14.53594 -0.87 -0.70 0.40 0.056
H 6.27559 -21.63069 15.96632 0.02 0.02 -0.42 0.096
H 5.52348 -18.92512 20.93577 0.85 -0.90 0.05 0.097
H 6.97660 -13.89732 15.33374 0.56 -0.05 -0.27 0.074
H 3.17323 -14.58315 20.04517 -0.51 -0.85 -0.04 0.103
H 2.31404 -18.15225 15.41333 -0.02 0.21 -0.30 0.116
H 8.02948 -18.49754 23.91368 0.12 -0.01 0.19 0.083
H 2.61790 -19.67176 26.47409 0.76 -0.28 -0.43 0.100
H 3.67908 -19.49218 28.86581 -0.04 -0.25 0.36 0.081
H 1.14760 -24.09951 28.03077 0.10 -0.58 -0.14 0.103
H 5.49182 -16.45589 23.18678 0.01 -0.22 -0.29 0.086
H -0.81226 -18.79063 28.19953 0.43 -0.45 -0.33 0.107
H 9.60499 -19.15400 23.16757 -0.59 0.32 0.61 0.103
H 10.52628 -24.50264 29.37311 0.30 0.43 0.95 0.061
H 0.60588 -21.48635 14.94231 0.76 0.46 -0.31 0.119
H 4.27204 -20.38802 26.73730 -0.10 0.62 -0.39 0.112